# C4H7N3

2 unconnected molecules or ions with the total composition C4H7N3 at a distorted geometry (ωB97M-V with the def2-TZVPD basis set, the OMol25 dataset).

The geometry in ORCA input format:
```
! wB97M-V def2-TZVPD RIJCOSX def2/J DEFGRID3
* xyz 0 1
H -2.51 -0.89 1.26
H 0.83 0.22 1.24
C -0.03 0.09 -0.65
N -1.08 0.50 -1.34
N 1.25 0.51 -0.82
H 0.14 -1.53 0.89
H 2.94 0.92 0.29
C 2.01 0.32 0.38
H 2.32 -0.73 0.49
N -2.11 0.11 -0.56
H 1.40 1.31 -1.41
C -1.76 -0.53 0.56
H -3.04 0.32 -0.87
C -0.37 -0.63 0.55
*
```

Energy relative to the best compared isomer or geometry (same formula, charge and spin) in eV: 2.983
HOMO level in eV: -8.0

Mulliken atomic charge list, values in e, 2 entries:
1. H 0.44
2. H 0.31

=====

# C4H4OS

2 unconnected molecules or ions with the total composition C4H4OS at a distorted geometry (ωB97M-V with the def2-TZVPD basis set, the OMol25 dataset).

The geometry in ORCA input format:
```
! wB97M-V def2-TZVPD RIJCOSX def2/J DEFGRID3
* xyz 0 1
C 1.09 3.32 1.65
H 2.36 -0.17 1.98
H -0.62 -0.31 -1.08
S -0.45 3.19 1.60
C 0.50 -0.12 0.73
C 1.51 -0.31 1.34
H -0.81 1.27 -0.12
O 2.24 3.48 1.71
C -0.71 0.17 -0.06
H -1.60 -0.27 0.57
*
```

SMILES: O=C=S.C#CC
Energy relative to the best compared isomer or geometry (same formula, charge and spin) in eV: 1.434
HOMO level in eV: -10.1

Mulliken atomic charge list, values in e, 2 entries:
1. C 0.68
2. H 0.39